Entry 1:
{
  "formula": "C25H39NO16",
  "method": "wB97M-V/def2-TZVPD",
  "largest_force_ev_per_a": 12.306,
  "orbital_gap_ev": 9.65,
  "charge": 0,
  "lumo_energy_ev": 0.4,
  "relative_energy_ev": 0.9429,
  "elements": ["C", "C", "C", "C", "N", "C", "O", "H", "H", "H", "H", "H", "H", "H", "H", "H", "C", "C", "C", "O", "C", "O", "O", "H", "H", "H", "H", "H", "H", "C", "C", "C", "O", "C", "O", "O", "H", "H", "H", "H", "H", "H", "C", "C", "C", "O", "C", "O", "O", "H", "H", "H", "H", "H", "H", "C", "C", "C", "O", "C", "O", "O", "H", "H", "H", "H", "H", "H", "C", "C", "C", "O", "C", "O", "O", "H", "H", "H", "H", "H", "H"],
  "positions_angstrom": [[4.441, -1.922, 0.906], [3.060, -1.941, 1.532], [2.138, -0.733, 1.323], [0.838, -1.218, 1.942], [0.776, -2.661, 1.549], [2.086, -2.990, 1.040], [2.272, -3.866, 0.240], [4.386, -2.336, -0.110], [5.154, -2.526, 1.471], [4.838, -0.902, 0.853], [3.123, -2.100, 2.623], [2.512, 0.203, 1.723], [1.963, -0.614, 0.243], [-0.013, -0.681, 1.507], [0.797, -1.104, 3.032], [0.635, -3.249, 2.369], [2.193, 4.342, 4.374], [3.168, 3.570, 3.532], [2.760, 2.169, 3.119], [4.022, 1.511, 3.016], [4.906, 2.120, 3.833], [5.978, 1.691, 4.121], [4.380, 3.284, 4.281], [1.798, 3.723, 5.179], [2.681, 5.218, 4.800], [1.360, 4.673, 3.754], [3.474, 4.140, 2.649], [2.241, 2.096, 2.169], [2.176, 1.682, 3.902], [4.829, -1.909, -3.956], [5.073, -0.565, -3.330], [6.006, -0.529, -2.130], [5.488, 0.569, -1.372], [4.179, 0.713, -1.680], [3.419, 1.419, -1.094], [3.858, -0.054, -2.741], [4.615, -2.660, -3.194], [3.983, -1.855, -4.640], [5.708, -2.217, -4.523], [5.397, 0.170, -4.073], [7.049, -0.338, -2.366], [5.913, -1.438, -1.533], [-1.649, -3.209, -0.809], [-2.401, -2.263, 0.082], [-3.916, -2.358, 0.044], [-4.310, -1.010, 0.365], [-3.312, -0.187, -0.012], [-3.403, 1.008, -0.067], [-2.214, -0.885, -0.333], [-2.088, -3.254, -1.807], [-0.608, -2.900, -0.883], [-1.663, -4.207, -0.371], [-2.037, -2.334, 1.111], [-4.350, -3.035, 0.774], [-4.278, -2.594, -0.959], [-0.689, 2.375, -1.273], [-1.190, 1.800, 0.021], [-2.382, 2.483, 0.670], [-2.154, 2.244, 2.067], [-0.836, 2.050, 2.248], [-0.295, 1.919, 3.307], [-0.197, 1.966, 1.066], [-0.607, 3.461, -1.215], [0.290, 1.959, -1.508], [-1.376, 2.112, -2.078], [-1.384, 0.728, -0.065], [-3.348, 2.070, 0.395], [-2.361, 3.562, 0.496], [-6.464, 0.764, -1.647], [-6.873, 0.077, -2.915], [-8.312, -0.402, -3.018], [-8.195, -1.554, -3.858], [-6.942, -2.051, -3.718], [-6.579, -3.105, -4.133], [-6.169, -1.180, -3.035], [-6.819, 0.209, -0.777], [-5.379, 0.821, -1.585], [-6.861, 1.779, -1.605], [-6.620, 0.671, -3.799], [-8.998, 0.305, -3.475], [-8.689, -0.718, -2.041]],
  "forces_ev_per_angstrom": [[0.0, 0.0, -0.3], [-0.1, 0.1, 0.3], [0.1, -0.1, -0.3], [-0.5, -0.2, 0.0], [0.4, 0.3, 0.4], [-0.1, 0.1, -0.3], [0.2, -0.3, 0.3], [0.0, 0.1, 0.2], [-0.1, 0.0, -0.1], [-0.1, -0.1, 0.1], [0.1, 0.1, -0.2], [0.0, -0.2, 0.0], [0.2, 0.2, 0.2], [0.1, -0.2, 0.2], [0.1, 0.1, -0.2], [-0.4, -0.1, -0.3], [0.0, 0.0, 0.0], [0.2, -0.1, -0.1], [-0.1, 0.2, 0.2], [0.3, -0.4, -0.1], [-0.1, 0.2, 0.1], [-0.1, 0.1, -0.1], [0.0, 0.0, 0.0], [0.0, 0.0, 0.0], [0.0, 0.0, 0.0], [0.0, 0.0, 0.0], [0.0, 0.1, 0.0], [0.0, 0.2, 0.0], [-0.1, 0.0, -0.1], [0.0, 0.0, 0.0], [0.1, 0.2, 0.0], [-0.1, -0.1, 0.0], [0.0, 0.0, 0.1], [-0.1, 0.1, 0.1], [0.1, -0.1, -0.1], [0.0, 0.0, 0.0], [0.0, 0.0, 0.0], [0.0, 0.0, 0.0], [0.0, 0.0, 0.0], [0.0, 0.0, -0.1], [0.0, 0.0, 0.0], [0.1, 0.0, 0.0], [0.0, 0.1, -0.2], [-0.1, -0.4, 0.2], [0.1, 0.0, 0.0], [0.1, 0.3, 0.1], [-1.0, -1.9, -0.1], [-4.5, -10.0, -5.6], [-0.3, -0.1, -0.1], [0.0, 0.0, 0.0], [0.0, -0.1, 0.1], [0.0, 0.0, 0.0], [0.1, 0.0, 0.0], [0.0, 0.0, 0.0], [0.0, 0.0, 0.0], [0.0, 0.0, 0.0], [0.1, 0.4, 0.4], [2.5, 5.3, 1.8], [0.6, -0.1, 0.5], [-0.2, -0.2, -0.2], [0.0, 0.1, 0.2], [0.3, 0.0, 0.2], [0.0, 0.0, 0.0], [0.0, 0.0, 0.0], [0.0, 0.0, 0.0], [1.0, 0.9, 0.0], [0.8, 4.9, 2.5], [0.6, 0.4, 0.2], [0.0, 0.0, 0.2], [0.0, -0.1, -0.2], [0.0, 0.0, 0.1], [0.0, -0.1, 0.0], [0.0, -0.2, -0.1], [0.0, 0.1, 0.1], [0.1, 0.0, 0.0], [0.0, 0.0, 0.0], [0.0, 0.1, 0.0], [0.0, 0.0, 0.0], [0.1, 0.0, 0.0], [0.0, 0.0, 0.0], [0.0, 0.0, 0.0]],
  "mulliken_charge": [-1.4866, 0.7050, 0.6227, 0.4180, -0.0721, 0.0023, -0.6170, 0.2207, 0.4340, 0.3252, 0.3958, -0.9855, 0.1413, -0.7413, 0.3279, 0.3240, -1.4007, 0.5082, -0.0589, -0.3097, 0.5215, -0.5769, -0.3919, 0.3301, 0.4239, 0.3289, 0.3221, -0.0553, 0.2110, -1.4111, 0.4636, -0.3696, -0.3100, 0.6642, -0.4834, -0.3462, 0.2996, 0.3542, 0.3858, 0.3084, 0.3300, 0.1662, -1.5764, 0.5562, -0.3972, -0.3410, 0.7236, -0.5292, -0.5527, 0.4121, 0.2457, 0.4036, 0.2130, 0.2964, 0.2572, -1.7866, 1.9926, -0.3760, -0.3980, 0.5945, -0.5408, -0.3001, 0.3713, 0.3140, 0.3893, -0.4826, 0.1182, 0.4514, -1.1488, 0.5393, -0.5220, -0.3387, 0.6327, -0.5350, -0.2531, 0.3467, -0.0131, 0.4266, 0.2598, 0.3090, 0.3194]
}

Entry 2:
{
  "formula": "C25H3Cl3F15GeN3O4STi",
  "method": "wB97M-V/def2-TZVPD",
  "largest_force_ev_per_a": 0.888,
  "orbital_gap_ev": 5.63,
  "charge": 2,
  "lumo_energy_ev": -8.9,
  "relative_energy_ev": 0.0000,
  "elements": ["Ti", "O", "C", "O", "C", "C", "N", "N", "C", "C", "O", "O", "H", "H", "H", "F", "C", "C", "C", "F", "C", "F", "C", "F", "C", "F", "Ge", "S", "C", "C", "F", "C", "F", "C", "F", "C", "F", "C", "F", "C", "C", "F", "C", "F", "C", "F", "C", "F", "C", "F", "Cl", "C", "Cl", "Cl", "C", "N"],
  "positions_angstrom": [[0.979, -0.142, -1.308], [2.728, 4.586, -4.328], [3.651, 4.203, -3.459], [4.667, 4.797, -3.266], [3.415, 2.931, -2.684], [4.360, 2.427, -1.795], [3.865, 1.312, -1.251], [2.645, 1.036, -1.734], [2.369, 2.025, -2.598], [1.010, 1.958, -3.180], [0.565, 2.629, -4.047], [0.315, 0.942, -2.566], [1.957, 3.996, -4.386], [5.336, 2.816, -1.544], [4.302, 0.714, -0.565], [-0.526, -1.057, 4.541], [-0.916, 0.219, 4.502], [-1.138, 0.836, 3.279], [-1.475, 2.182, 3.288], [-1.633, 2.804, 2.109], [-1.638, 2.895, 4.455], [-1.964, 4.174, 4.431], [-1.442, 2.240, 5.668], [-1.589, 2.896, 6.794], [-1.076, 0.899, 5.694], [-0.872, 0.288, 6.846], [-0.960, -0.024, 1.583], [0.880, 0.966, 0.624], [-2.373, 0.236, 0.271], [-3.593, 0.851, 0.484], [-3.894, 1.329, 1.683], [-4.539, 0.974, -0.531], [-5.685, 1.571, -0.293], [-4.275, 0.464, -1.794], [-5.160, 0.577, -2.755], [-3.062, -0.179, -2.046], [-2.781, -0.686, -3.233], [-2.184, -0.260, -0.999], [-0.959, -0.949, -1.254], [-0.682, -1.957, 1.600], [0.254, -2.651, 0.869], [1.151, -1.958, 0.064], [0.363, -4.022, 0.836], [1.286, -4.613, 0.089], [-0.533, -4.769, 1.593], [-0.459, -6.080, 1.586], [-1.517, -4.123, 2.331], [-2.388, -4.823, 3.025], [-1.581, -2.738, 2.309], [-2.563, -2.130, 2.973], [3.142, -2.920, -5.534], [3.067, -3.571, -3.900], [4.667, -3.905, -3.251], [2.007, -4.973, -3.793], [2.469, -2.527, -3.048], [2.007, -1.716, -2.386]],
  "forces_ev_per_angstrom": [[0.1, 0.3, 0.8], [0.0, 0.0, 0.0], [0.0, -0.1, -0.1], [0.0, 0.0, 0.0], [0.0, 0.0, 0.0], [0.0, 0.0, 0.0], [0.0, 0.0, 0.0], [0.0, 0.0, 0.0], [-0.1, 0.1, -0.1], [-0.1, -0.2, 0.0], [0.0, 0.1, 0.0], [0.1, 0.0, -0.3], [0.0, 0.0, 0.0], [0.0, 0.0, 0.0], [0.0, 0.0, 0.0], [0.0, 0.0, 0.0], [0.0, -0.1, 0.0], [0.0, 0.1, 0.0], [0.0, 0.0, -0.1], [0.0, 0.0, 0.1], [0.0, 0.0, 0.0], [0.0, 0.0, 0.0], [0.0, 0.0, 0.0], [0.0, 0.0, 0.0], [0.0, 0.0, 0.0], [0.0, 0.0, 0.0], [0.0, -0.2, 0.2], [-0.1, -0.3, -0.4], [0.0, 0.0, -0.1], [0.0, 0.0, 0.1], [0.0, 0.0, 0.0], [0.0, 0.0, 0.0], [0.0, 0.0, 0.0], [0.0, 0.0, 0.0], [0.0, 0.0, 0.0], [-0.1, 0.0, 0.0], [0.0, 0.0, 0.0], [0.1, 0.0, 0.0], [-0.1, 0.0, -0.1], [0.0, 0.0, 0.0], [0.0, 0.0, 0.1], [0.0, 0.0, -0.1], [0.0, 0.0, 0.0], [0.0, 0.0, 0.0], [0.0, 0.0, 0.0], [0.0, 0.0, 0.0], [0.0, 0.0, 0.0], [0.0, 0.0, 0.0], [0.0, 0.0, 0.0], [0.0, 0.0, 0.0], [0.0, 0.0, 0.1], [0.0, -0.1, -0.1], [0.0, 0.0, 0.0], [0.0, 0.0, 0.0], [0.0, 0.0, 0.0], [-0.1, 0.1, 0.0]],
  "mulliken_charge": [0.6302, -0.4620, 0.4744, -0.4915, 0.4112, -0.3026, -0.3126, 0.3350, -0.6613, 1.0990, -0.5648, -0.2133, 0.3776, 0.5559, 0.1699, -0.2848, 0.3543, -0.0653, 0.2236, -0.3489, 0.1003, -0.2542, 0.5810, -0.2502, 0.1571, -0.2554, 0.3843, -0.3234, 0.4460, 0.6281, -0.2900, 0.0160, -0.2366, 0.7801, -0.2537, -0.3500, -0.2559, -0.0835, -0.4702, -0.2416, 0.2017, 0.1373, -0.0975, -0.2729, 0.6861, -0.2606, -0.0295, -0.2406, 1.1410, -0.3449, -0.0401, 0.9045, -0.0473, -0.0429, -0.3143, -0.1323]
}

Entry 3:
{
  "formula": "C25H40Cl4CoN3O3Si",
  "method": "wB97M-V/def2-TZVPD",
  "largest_force_ev_per_a": 5.119,
  "orbital_gap_ev": [6.78, 6.77],
  "s2": 3.758,
  "charge": -1,
  "lumo_energy_ev": [2.3, 2.3],
  "relative_energy_ev": 0.0000,
  "multiplicity": 4,
  "elements": ["C", "C", "H", "H", "H", "C", "C", "H", "H", "H", "H", "Co", "Cl", "Cl", "C", "O", "N", "C", "C", "H", "H", "H", "H", "H", "H", "H", "H", "H", "C", "C", "N", "H", "C", "O", "H", "H", "H", "H", "O", "C", "C", "C", "H", "C", "H", "C", "H", "C", "C", "H", "H", "H", "Si", "Cl", "C", "C", "C", "H", "H", "H", "H", "H", "H", "H", "H", "H", "Cl", "C", "C", "C", "C", "N", "C", "H", "H", "H", "H"],
  "positions_angstrom": [[1.150, -1.746, -3.395], [0.610, -0.489, -2.801], [1.267, -1.637, -4.477], [0.493, -2.608, -3.236], [2.146, -1.948, -2.985], [0.061, 0.470, -3.577], [-0.312, 0.250, -5.009], [0.030, 1.509, -3.259], [-1.053, -0.559, -5.126], [0.552, 0.016, -5.656], [-0.755, 1.154, -5.450], [4.866, -3.572, -0.310], [5.897, -4.204, 1.424], [2.925, -1.992, 0.664], [-0.679, 2.642, 2.074], [-1.835, 2.345, 1.698], [-0.327, 3.882, 2.477], [-1.301, 4.959, 2.439], [1.078, 4.251, 2.584], [0.150, 1.910, 2.101], [-2.293, 4.554, 2.667], [-1.320, 5.461, 1.458], [-1.010, 5.694, 3.194], [1.603, 3.523, 3.215], [1.127, 5.240, 3.050], [1.568, 4.289, 1.599], [-1.847, -1.844, -1.965], [-2.263, 1.173, -2.595], [-2.889, -1.516, -1.834], [-3.150, 0.950, -1.983], [-2.915, -0.229, -1.163], [-3.436, -2.264, -1.245], [-2.783, -0.166, 0.196], [-2.877, -1.123, 0.962], [-3.368, 1.801, -1.325], [-2.602, 0.859, 0.578], [-3.326, -1.415, -2.829], [-3.988, 0.779, -2.671], [0.404, -1.185, -0.417], [1.013, -0.242, -1.367], [-0.187, 2.066, -0.930], [0.947, 1.249, -0.983], [-1.171, 1.612, -0.880], [-0.065, 3.462, -1.004], [2.089, -0.467, -1.311], [2.192, 1.884, -1.019], [-0.969, 4.076, -1.021], [1.180, 4.084, -1.076], [2.318, 3.270, -1.080], [3.085, 1.256, -1.066], [1.269, 5.178, -1.134], [3.317, 3.706, -1.151], [0.787, -2.705, 0.096], [5.602, -2.613, -1.937], [-1.027, -3.419, 0.069], [0.968, -3.992, 1.579], [1.539, -4.056, -1.013], [-1.691, -2.757, 0.613], [-1.205, -4.410, 0.478], [-1.367, -3.473, -0.958], [1.787, -3.769, -2.029], [0.808, -4.871, -1.052], [2.457, -4.465, -0.549], [0.507, -3.579, 2.475], [2.025, -4.234, 1.723], [0.458, -4.935, 1.343], [1.736, 0.988, 4.819], [0.444, -0.032, 4.343], [-0.890, 0.343, 4.556], [-1.889, -0.485, 4.069], [-1.529, -1.674, 3.436], [-0.267, -1.982, 3.228], [0.728, -1.258, 3.721], [-1.105, 1.294, 5.056], [-2.952, -0.253, 4.140], [-2.283, -2.394, 3.115], [1.746, -1.617, 3.627]],
  "forces_ev_per_angstrom": [[-0.4, -0.4, -0.5], [-0.2, 1.3, -0.3], [0.0, 0.0, 0.1], [0.2, 0.0, 0.1], [-0.3, -0.1, 0.1], [0.8, -0.5, 0.2], [-0.2, 0.1, -0.8], [-0.4, -0.3, 0.3], [0.3, 0.2, 0.0], [-0.2, -0.1, 0.3], [0.0, -0.2, 0.2], [-2.1, 0.1, 2.0], [0.5, -0.6, 0.7], [1.6, 0.5, -0.2], [-1.8, -0.3, -0.7], [2.0, 0.7, 1.0], [0.0, 0.0, -0.1], [0.0, -0.1, 0.0], [0.2, -0.2, 0.0], [-0.2, 0.1, 0.0], [0.2, 0.1, -0.1], [-0.1, -0.2, 0.2], [-0.2, -0.1, -0.1], [-0.1, 0.2, -0.1], [0.1, -0.3, 0.0], [-0.1, 0.1, 0.3], [-0.4, 0.0, 0.1], [-0.3, 0.1, 0.1], [0.2, -0.2, -0.1], [0.4, -0.1, 0.2], [-0.2, -0.1, 0.1], [0.2, 0.2, -0.2], [-0.5, -0.1, 0.3], [-0.1, 0.9, -0.8], [0.0, -0.1, -0.2], [-0.2, -0.4, -0.2], [-0.2, 0.0, 0.1], [0.0, 0.0, 0.3], [-0.4, 2.2, -1.4], [0.6, -0.6, 1.8], [0.2, 0.0, -0.1], [0.2, -0.2, -0.4], [0.4, 0.2, 0.0], [-0.2, 0.0, 0.2], [-0.2, 0.0, -0.1], [0.2, 0.1, -0.1], [0.2, -0.2, 0.1], [0.2, -0.3, -0.1], [0.0, 0.2, 0.2], [-0.2, 0.3, 0.0], [-0.1, -0.5, 0.0], [-0.3, -0.1, 0.1], [-1.2, -4.9, 1.0], [0.9, 1.1, -2.3], [-0.5, 0.9, -0.7], [1.0, 0.4, 0.7], [0.5, 0.1, -0.9], [-0.2, 0.1, -0.2], [0.5, -0.1, 0.1], [-0.4, 0.1, -0.4], [0.1, -0.2, -0.2], [0.1, 0.1, 0.0], [-0.3, 0.1, -0.1], [0.4, -0.6, -0.1], [0.1, 0.0, 0.4], [0.2, 0.4, -0.2], [0.5, 0.4, 0.3], [-0.8, -1.0, -0.2], [0.4, 0.3, -0.3], [-0.4, -0.2, 0.1], [-0.1, 0.6, 0.2], [0.2, -0.5, 0.8], [-0.9, 1.2, 0.1], [0.0, -0.4, -0.2], [0.4, 0.1, 0.2], [0.2, 0.3, -0.2], [0.0, 0.0, -0.3]],
  "lowdin_spin": [0.0000, 0.0000, 0.0000, 0.0000, 0.0001, 0.0001, 0.0000, 0.0000, 0.0000, 0.0000, 0.0000, 2.6875, 0.1169, 0.0480, 0.0000, 0.0000, 0.0000, 0.0000, 0.0000, 0.0000, 0.0000, 0.0000, 0.0000, 0.0000, 0.0000, 0.0000, 0.0000, 0.0000, 0.0000, 0.0000, 0.0000, 0.0000, 0.0000, 0.0000, 0.0000, 0.0000, 0.0000, 0.0000, 0.0020, 0.0002, 0.0000, 0.0000, 0.0000, 0.0000, 0.0000, 0.0001, 0.0000, 0.0000, 0.0000, 0.0000, 0.0000, 0.0000, 0.0022, 0.1341, 0.0002, 0.0008, 0.0034, 0.0000, 0.0000, 0.0000, 0.0002, 0.0001, 0.0030, 0.0000, 0.0001, 0.0001, 0.0001, 0.0001, 0.0000, 0.0001, 0.0000, 0.0001, 0.0003, 0.0000, 0.0000, 0.0000, 0.0003]
}